# 1
Here is 2 unconnected molecules or ions with the total composition C4H8N4P at a distorted geometry from OMol25. Energies are from ωB97M-V/def2-TZVPD.

Calculated values
Orbital gap ... 0.3467 Ha
Largest force on an atom ... 6.70 eV Å⁻¹
M ... 143.11 g mol⁻¹
Energy relative to the best compared isomer or geometry (same formula, charge and spin) ... 11.17 kcal/mol
HOMO energy ... -13.33 eV
Total charge ... +1
2S+1 ... 1

Geometry as XYZ:
```
17
C4H8N4P ωB97M-V/def2-TZVPD
C -1.732 -1.073 -2.074
C -0.501 -1.716 -2.246
C -1.489 -0.221 -0.933
C 0.411 1.261 0.861
N 0.413 -1.132 -1.460
N -0.131 -0.308 -0.592
N 0.397 2.293 0.323
N 0.603 0.488 1.879
P 1.086 0.901 3.652
H -2.646 -1.247 -2.554
H -0.257 -2.454 -3.037
H -2.005 0.572 -0.617
H 1.375 -1.355 -1.473
H 0.459 2.791 -0.560
H -0.063 -0.290 1.886
H 1.898 -0.249 3.744
H 2.183 1.739 3.200
```


# 2
Here is a molecular structure, C37H32NP2Tl at a distorted geometry from OMol25. Energies are from ωB97M-V/def2-TZVPD.

Calculated values
Orbital gap ... 0.3054 Ha
Largest force on an atom ... 1.60 eV Å⁻¹
M ... 757.00 g mol⁻¹
Energy relative to the best compared isomer or geometry (same formula, charge and spin) ... 0.00 kcal/mol
HOMO energy ... -14.32 eV
Total charge ... +2
2S+1 ... 1

Geometry as XYZ:
```
73
C37H32NP2Tl ωB97M-V/def2-TZVPD
C 0.792 1.954 1.244
C 2.137 1.536 1.138
C 2.956 2.061 0.127
C 2.430 2.995 -0.767
C 1.099 3.402 -0.662
C 0.273 2.867 0.328
P 2.698 0.213 2.220
C 4.447 -0.153 2.101
C 4.883 -1.038 1.093
C 6.243 -1.301 0.944
C 7.174 -0.703 1.801
C 6.743 0.139 2.833
C 5.382 0.407 2.996
Tl -0.193 -1.179 0.525
P -2.947 -1.103 -1.774
C -1.595 -0.156 -2.483
C -1.705 1.217 -2.753
C -0.602 1.913 -3.247
C 0.625 1.264 -3.404
C 0.759 -0.080 -3.052
C -0.354 -0.806 -2.646
C -3.415 -2.417 -2.904
C -4.219 -3.476 -2.428
C -4.384 -4.620 -3.207
C -3.785 -4.714 -4.470
C -3.050 -3.636 -4.975
C -2.878 -2.485 -4.206
C -4.230 -0.028 -1.134
C -4.182 0.319 0.233
C -5.103 1.233 0.743
C -6.069 1.806 -0.094
C -6.133 1.446 -1.447
C -5.233 0.511 -1.966
C 2.141 0.596 3.877
C 2.121 1.913 4.371
C 1.474 2.192 5.575
C 0.864 1.165 6.303
C 0.959 -0.157 5.855
C 1.608 -0.448 4.657
H -4.678 -3.398 -1.439
H -4.978 -5.447 -2.821
H -3.891 -5.626 -5.062
H -2.596 -3.697 -5.965
H -2.301 -1.646 -4.600
H -2.656 1.731 -2.576
H -0.696 2.975 -3.479
H 1.488 1.813 -3.781
H 1.731 -0.575 -3.100
H -0.264 -1.881 -2.442
H -3.422 -0.131 0.880
H -5.073 1.510 1.797
H -6.778 2.534 0.306
H -6.881 1.900 -2.101
H -5.284 0.205 -3.013
H 2.592 2.722 3.803
H 1.425 3.221 5.937
H 0.323 1.388 7.226
H 0.507 -0.964 6.433
H 1.686 -1.476 4.293
H 4.144 -1.512 0.441
H 6.578 -1.977 0.157
H 8.237 -0.909 1.669
H 7.468 0.585 3.515
H 5.042 1.057 3.806
H 4.002 1.746 0.066
H 3.065 3.404 -1.554
H 0.696 4.137 -1.364
H -0.776 3.170 0.394
H 0.163 1.584 2.062
H -2.343 -1.737 -0.659
H 1.971 -0.911 1.739
N 2.239 -3.632 -1.179
C 1.528 -2.816 -0.731
```


# 3
Here is 8 unconnected molecules or ions with the total composition C28H53ClNO31S7 at a distorted geometry from OMol25. Energies are from ωB97M-V/def2-TZVPD.

Calculated values
Orbital gap (alpha / beta) ... 0.3044 / 0.3400 Ha
Largest force on an atom ... 5.29 eV Å⁻¹
M ... 1159.63 g mol⁻¹
Energy relative to the best compared isomer or geometry (same formula, charge and spin) ... 66.27 kcal/mol
HOMO energy (alpha / beta) ... -8.86 / -9.83 eV
2S+1 ... 2

Geometry as XYZ:
```
121
C28H53ClNO31S7 ωB97M-V/def2-TZVPD
C 3.420 -0.360 -1.573
C 2.529 -0.110 -2.870
O 1.121 0.015 -2.607
C 0.710 1.388 -2.483
C -0.482 1.590 -1.424
C -0.527 3.168 -1.132
C 0.726 3.714 -0.340
O 1.683 4.210 -0.995
Cl 0.898 3.722 1.480
C -1.861 1.162 -2.093
C -3.019 0.750 -1.092
C -3.785 1.989 -0.419
C -4.139 0.009 -1.992
N -2.639 -0.174 0.013
O -3.352 -1.260 0.064
C -1.191 -0.493 0.071
C -0.925 -1.048 1.568
C -0.770 -1.727 -0.882
C -0.229 0.765 -0.078
H 4.332 0.309 -1.504
H 3.811 -1.427 -1.495
H 2.811 -0.173 -0.630
H 2.646 -1.044 -3.518
H 2.914 0.744 -3.523
H 0.352 1.741 -3.513
H 1.627 2.002 -2.234
H -1.526 3.471 -0.684
H -0.496 3.668 -2.159
H -2.241 2.082 -2.660
H -1.739 0.359 -2.887
H -4.732 1.621 0.099
H -3.999 2.811 -1.167
H -3.156 2.445 0.422
H -5.109 -0.147 -1.443
H -3.716 -0.933 -2.462
H -4.332 0.721 -2.868
H 0.128 -1.489 1.550
H -1.632 -1.884 1.839
H -0.900 -0.203 2.323
H -1.270 -2.689 -0.560
H 0.362 -1.795 -0.902
H -1.190 -1.496 -1.918
H 0.870 0.507 0.037
H -0.483 1.469 0.788
C -5.498 -3.656 3.728
C -4.311 -3.469 2.801
O -3.176 -3.885 3.565
S -3.625 -5.067 4.579
O -3.290 -6.325 3.983
O -3.218 -4.706 5.901
O -5.227 -4.860 4.453
H -5.570 -2.836 4.447
H -6.437 -3.742 3.181
H -4.199 -2.437 2.473
H -4.389 -4.122 1.927
C 0.421 7.917 0.766
C 0.753 7.334 -0.598
O 0.002 8.121 -1.525
S -0.125 9.634 -0.959
O 0.885 10.434 -1.580
O -1.506 10.000 -0.953
O 0.338 9.328 0.564
H -0.552 7.566 1.120
H 1.183 7.684 1.510
H 0.490 6.282 -0.677
H 1.815 7.457 -0.829
C -7.110 -5.017 -0.522
C -8.421 -4.653 -1.200
O -9.088 -3.792 -0.276
S -7.984 -2.937 0.545
O -7.857 -1.655 -0.076
O -8.235 -3.102 1.947
O -6.689 -3.824 0.144
H -7.258 -5.794 0.232
H -6.353 -5.343 -1.234
H -9.031 -5.528 -1.421
H -8.246 -4.090 -2.121
C 5.347 3.623 1.792
C 4.338 3.016 2.751
O 4.310 1.625 2.428
S 5.780 1.169 1.924
O 6.472 0.579 3.028
O 5.644 0.517 0.658
O 6.389 2.650 1.680
H 4.910 3.771 0.800
H 5.746 4.569 2.156
H 3.347 3.456 2.643
H 4.669 3.115 3.788
C 8.712 -1.097 -0.864
C 8.622 -2.162 0.216
O 8.384 -3.384 -0.486
S 9.122 -3.317 -1.926
O 10.379 -3.989 -1.822
O 8.160 -3.628 -2.939
O 9.402 -1.722 -1.949
H 7.718 -0.806 -1.213
H 9.251 -0.213 -0.527
H 7.822 -1.966 0.929
H 9.570 -2.260 0.753
C -5.197 0.666 7.631
C -6.484 0.600 6.826
O -6.142 1.121 5.540
S -4.600 0.748 5.211
O -4.586 -0.425 4.392
O -3.911 1.948 4.853
O -4.160 0.323 6.710
H -5.010 1.680 7.994
H -5.202 -0.025 8.473
H -7.287 1.182 7.275
H -6.815 -0.434 6.694
C 6.442 -3.168 -5.762
C 6.059 -4.595 -6.114
O 5.060 -4.468 -7.129
S 5.367 -3.145 -8.013
O 6.068 -3.544 -9.194
O 4.184 -2.343 -8.050
O 6.429 -2.457 -7.002
H 5.701 -2.712 -5.100
H 7.426 -3.108 -5.298
H 5.670 -5.145 -5.259
H 6.907 -5.138 -6.540
```


# 4
Here is C8H10 in the gas phase at a distorted geometry from OMol25. Energies are from ωB97M-V/def2-TZVPD.

Calculated values
Orbital gap ... 0.3414 Ha
Largest force on an atom ... 5.86 eV Å⁻¹
M ... 106.17 g mol⁻¹
Energy relative to the best compared isomer or geometry (same formula, charge and spin) ... 150.13 kcal/mol
SMILES ... C1=C\C/C=C\C\C=C/1
HOMO energy ... -8.71 eV
2S+1 ... 1

Geometry as XYZ:
```
18
C8H10 ωB97M-V/def2-TZVPD
C 0.208 -1.235 1.203
C 1.478 -0.530 1.200
C 1.844 0.373 0.343
C 0.832 1.142 -0.661
C 0.024 0.557 -1.791
C -1.211 -0.019 -1.475
C -1.697 -0.188 -0.062
C -1.084 -0.462 1.162
H 0.233 -1.875 0.380
H 0.185 -1.977 1.831
H 2.033 -0.766 2.096
H 2.874 0.922 0.392
H -0.109 1.361 0.126
H 1.147 2.245 -1.173
H 0.131 0.885 -2.914
H -1.940 0.103 -2.529
H -2.743 -0.052 0.003
H -2.204 -0.484 1.867
```


# 5
Here is 2 unconnected molecules or ions with the total composition C20H25N3O5 at a distorted geometry from OMol25. Energies are from ωB97M-V/def2-TZVPD.

Calculated values
Orbital gap ... 0.3112 Ha
Largest force on an atom ... 3.12 eV Å⁻¹
M ... 387.44 g mol⁻¹
Energy relative to the best compared isomer or geometry (same formula, charge and spin) ... 72.61 kcal/mol
SMILES ... CNC(=O)[C@@H]1CCCN1C(C)=O.O=C(O)c1ccccc1NCc1ccco1
HOMO energy ... -7.92 eV
2S+1 ... 1

Geometry as XYZ:
```
53
C20H25N3O5 ωB97M-V/def2-TZVPD
O 1.439 1.050 1.698
O -0.753 0.162 -3.085
O -1.836 2.171 -1.232
O 3.580 0.365 1.710
O -2.738 -0.947 0.432
C 2.255 0.161 1.893
C -0.039 -0.054 -2.110
C -0.922 2.809 -1.745
C -3.407 -1.862 -0.340
C -3.718 -2.971 0.398
C -3.209 -2.728 1.724
C -2.620 -1.490 1.687
C 2.489 -3.494 2.866
C 1.180 -3.805 3.215
C 2.806 -2.206 2.433
C 0.194 -2.824 3.126
C 1.826 -1.193 2.338
C 0.492 -1.523 2.692
N -1.140 3.997 -2.325
N -0.523 -0.569 2.617
N 0.754 0.879 -1.547
C 0.026 -1.461 -1.543
C -2.463 4.603 -2.459
C -1.966 -0.788 2.851
C 2.191 0.696 -1.707
C 2.682 1.865 -2.572
C 1.441 2.726 -2.826
C 0.542 2.325 -1.657
H 3.649 1.303 1.481
H -3.650 -1.721 -1.389
H -4.246 -3.851 0.044
H -3.279 -3.391 2.581
H 3.264 -4.252 2.933
H 0.927 -4.806 3.553
H 3.841 -2.000 2.174
H -0.815 -3.098 3.401
H -0.350 4.486 -2.711
H -0.257 0.302 2.139
H -0.043 -1.407 -0.457
H 0.956 -1.941 -1.835
H -0.819 -2.029 -1.926
H -2.847 4.865 -1.471
H -2.412 5.497 -3.081
H -3.146 3.883 -2.915
H -2.457 0.181 2.987
H -2.124 -1.353 3.775
H 2.425 -0.245 -2.206
H 2.682 0.724 -0.737
H 3.099 1.508 -3.514
H 3.429 2.436 -2.020
H 0.975 2.443 -3.772
H 1.684 3.789 -2.812
H 0.949 2.784 -0.755
```


# 6
Here is a molecular structure, C22H33N13O2PPtSe at a distorted geometry from OMol25. Energies are from ωB97M-V/def2-TZVPD.

Calculated values
Orbital gap (alpha / beta) ... 0.3077 / 0.2038 Ha
Largest force on an atom ... 1.58 eV Å⁻¹
M ... 816.61 g mol⁻¹
Energy relative to the best compared isomer or geometry (same formula, charge and spin) ... 30.59 kcal/mol
HOMO energy (alpha / beta) ... -15.80 / -16.57 eV
Total charge ... +3
2S+1 ... 5

Geometry as XYZ:
```
73
C22H33N13O2PPtSe ωB97M-V/def2-TZVPD
Pt 0.216 0.154 0.068
C 2.592 4.564 2.528
N 1.724 3.827 1.606
C 1.006 4.389 0.589
C 0.339 3.371 -0.023
N 0.640 2.201 0.615
C 1.487 2.492 1.598
P 2.292 1.316 2.750
C 0.824 0.290 3.107
N -0.097 -0.129 2.248
C -1.046 -0.806 2.959
C -0.691 -0.792 4.278
N 0.481 -0.099 4.360
C 1.232 0.153 5.594
C 3.039 0.281 1.448
N 2.399 -0.181 0.382
C 3.313 -0.817 -0.407
C 4.532 -0.744 0.204
N 4.349 -0.052 1.367
C 5.412 0.276 2.317
H 2.213 5.574 2.646
H 3.609 4.614 2.142
H 2.606 4.074 3.497
H 1.035 5.444 0.372
H -0.325 3.413 -0.871
H -1.904 -1.255 2.486
H -1.186 -1.208 5.139
H 0.725 -0.337 6.418
H 1.285 1.221 5.795
H 2.239 -0.249 5.511
H 3.055 -1.256 -1.356
H 5.492 -1.127 -0.099
H 6.136 -0.534 2.335
H 4.999 0.408 3.313
H 5.923 1.191 2.022
C -2.075 -5.950 -1.624
C -0.759 -5.978 -2.395
C -0.923 -5.510 -3.839
C 0.350 -5.236 -1.637
N 0.081 -3.801 -1.423
C -0.122 -3.159 -0.278
N -0.278 -1.878 -0.547
N -0.135 -1.766 -1.903
N 0.080 -2.911 -2.421
H -2.810 -6.587 -2.113
H -2.495 -4.939 -1.589
H -1.950 -6.312 -0.600
H -0.404 -7.012 -2.423
H -1.294 -4.485 -3.890
H -1.643 -6.146 -4.352
H 0.022 -5.550 -4.382
H 1.286 -5.304 -2.188
H 0.477 -5.674 -0.649
H -0.187 -3.621 0.693
O -0.247 1.353 -3.623
N 0.763 0.964 -3.168
O 1.240 0.998 -2.070
C -3.458 2.140 -4.249
N -3.689 2.815 -2.969
C -4.340 4.004 -2.850
C -4.354 4.333 -1.525
N -3.696 3.348 -0.856
C -3.500 3.341 0.594
C -3.283 2.410 -1.744
Se -2.490 0.777 -1.346
H -4.258 2.414 -4.930
H -3.448 1.063 -4.109
H -2.508 2.454 -4.676
H -4.748 4.526 -3.699
H -4.789 5.183 -1.026
H -4.463 3.426 1.092
H -2.878 4.188 0.879
H -3.020 2.417 0.895
```